No. 1
{
  "formula": "C40H34N8O4PRe",
  "method": "ωB97M-V with the def2-TZVPD basis set",
  "orbital_gap_ev": [5.0, 6.1],
  "total_charge": 1,
  "multiplicity": 4,
  "homo_energy_ev": [-8.8807, -10.9119],
  "elements": ["Re", "C", "C", "C", "C", "C", "N", "C", "C", "C", "C", "C", "C", "C", "C", "N", "C", "N", "C", "N", "C", "N", "C", "N", "C", "N", "C", "C", "C", "C", "C", "C", "C", "C", "C", "C", "C", "C", "C", "C", "N", "H", "H", "H", "H", "H", "H", "H", "H", "H", "H", "H", "H", "H", "H", "H", "H", "C", "C", "C", "C", "O", "P", "O", "O", "O", "C", "C", "C", "C", "H", "H", "H", "H", "H", "H", "H", "H", "H", "H", "H", "H", "H", "H", "H", "H", "H", "H"],
  "positions_angstrom": [[0.111, -0.497, 0.803], [4.669, -3.640, 4.489], [4.204, -4.788, 3.816], [3.255, -4.704, 2.820], [2.775, -3.432, 2.502], [1.781, -2.990, 1.582], [1.105, -3.804, 0.749], [-0.028, -3.457, 0.263], [-0.782, -4.298, -0.674], [-0.466, -5.514, -1.246], [-1.404, -6.067, -2.110], [-2.611, -5.419, -2.377], [-2.918, -4.198, -1.788], [-1.974, -3.658, -0.937], [-1.983, -2.403, -0.177], [-2.971, -1.591, -0.206], [-2.940, -0.413, 0.453], [-1.813, 0.217, 0.907], [-2.213, 1.384, 1.506], [-1.399, 2.297, 2.074], [-0.197, 2.010, 2.409], [0.465, 0.759, 2.336], [1.761, 0.962, 2.851], [2.680, 0.088, 3.029], [2.509, -1.190, 2.639], [1.641, -1.619, 1.654], [3.236, -2.294, 3.169], [4.196, -2.383, 4.180], [1.919, 2.371, 3.226], [3.006, 3.047, 3.744], [2.847, 4.407, 3.986], [1.637, 5.051, 3.720], [0.551, 4.355, 3.203], [0.725, 3.007, 2.963], [-3.632, 1.518, 1.410], [-4.511, 2.515, 1.834], [-5.852, 2.333, 1.563], [-6.317, 1.186, 0.892], [-5.449, 0.196, 0.476], [-4.093, 0.380, 0.743], [-0.768, -2.292, 0.544], [5.415, -3.753, 5.265], [4.602, -5.756, 4.092], [2.899, -5.582, 2.299], [0.472, -6.007, -1.030], [-1.197, -7.017, -2.585], [-3.320, -5.879, -3.052], [-3.851, -3.687, -1.984], [4.552, -1.500, 4.692], [3.937, 2.536, 3.949], [3.674, 4.978, 4.387], [1.547, 6.110, 3.921], [-0.393, 4.842, 2.996], [-4.150, 3.395, 2.349], [-6.565, 3.085, 1.872], [-7.377, 1.082, 0.702], [-5.801, -0.687, -0.040], [-3.129, 2.432, -2.251], [-1.711, 2.260, -2.767], [-0.981, 3.589, -2.812], [-1.703, 1.533, -4.101], [-1.089, 1.404, -1.733], [0.322, 0.784, -1.557], [0.197, -0.730, -1.313], [0.905, 1.198, -0.193], [1.141, 1.216, -2.786], [2.538, 0.834, -3.172], [3.213, 0.042, -2.063], [3.238, 2.152, -3.417], [2.384, 0.015, -4.435], [-3.700, 3.046, -2.948], [-3.128, 2.923, -1.276], [-3.621, 1.464, -2.155], [-1.520, 4.271, -3.470], [0.034, 3.480, -3.191], [-0.942, 4.031, -1.815], [-2.384, 2.037, -4.787], [-2.049, 0.506, -3.972], [-0.712, 1.518, -4.553], [3.247, 0.614, -1.135], [4.238, -0.174, -2.365], [2.704, -0.904, -1.882], [3.321, 2.725, -2.493], [2.693, 2.746, -4.152], [4.241, 1.966, -3.802], [1.838, -0.908, -4.234], [3.370, -0.242, -4.823], [1.851, 0.581, -5.200]]
}

No. 2
{
  "formula": "C6H16N3S",
  "method": "ωB97M-V with the def2-TZVPD basis set",
  "orbital_gap_ev": 10.3,
  "total_charge": 1,
  "relative_energy_kcal_mol": 73.1,
  "homo_energy_ev": -13.4023,
  "elements": ["C", "C", "C", "C", "C", "C", "N", "N", "N", "S", "H", "H", "H", "H", "H", "H", "H", "H", "H", "H", "H", "H", "H", "H", "H", "H"],
  "positions_angstrom": [[1.638, -0.166, 0.070], [-0.838, -0.585, -1.456], [-1.611, 0.084, 1.141], [-1.284, 1.673, -0.730], [0.729, -2.537, 0.343], [-0.843, 0.322, -0.209], [1.736, -1.480, 0.056], [0.569, 0.568, 0.380], [0.822, 1.860, 0.792], [3.104, 0.687, -0.291], [0.102, -0.759, -1.961], [-1.191, -1.541, -1.176], [-1.435, -0.192, -2.162], [-1.682, 0.917, 1.817], [-1.262, -0.830, 1.647], [-2.662, -0.280, 0.852], [-1.194, 2.430, -0.089], [-0.805, 2.012, -1.575], [-2.305, 1.574, -1.014], [1.330, -3.270, 0.928], [0.119, -2.024, 1.070], [0.315, -3.019, -0.524], [2.642, -1.872, -0.166], [2.550, 1.891, 0.357], [0.593, 2.552, 0.109], [0.861, 1.984, 1.794]]
}

No. 3
{
  "formula": "C60H50Cl2NOP3SiV",
  "method": "ωB97M-V with the def2-TZVPD basis set",
  "orbital_gap_ev": [7.4, 7.6],
  "total_charge": 0,
  "multiplicity": 4,
  "relative_energy_kcal_mol": 91.1,
  "homo_energy_ev": [-6.8071, -7.1008],
  "elements": ["V", "C", "C", "C", "C", "C", "C", "P", "C", "C", "C", "C", "C", "C", "C", "C", "C", "C", "C", "C", "Si", "C", "C", "C", "C", "C", "C", "P", "C", "C", "C", "C", "C", "C", "C", "C", "C", "C", "C", "C", "C", "C", "C", "C", "C", "C", "P", "C", "C", "C", "C", "C", "C", "C", "C", "C", "C", "C", "C", "H", "H", "H", "H", "H", "H", "H", "H", "H", "H", "H", "H", "H", "H", "H", "H", "H", "H", "H", "H", "H", "H", "H", "H", "H", "H", "H", "H", "H", "H", "H", "H", "H", "H", "H", "H", "H", "H", "H", "H", "H", "H", "Cl", "C", "O", "H", "H", "H", "H", "Cl", "C", "C", "C", "C", "N", "C", "H", "H", "H", "H"],
  "positions_angstrom": [[0.067, 0.105, 0.966], [3.655, -4.061, -2.506], [2.813, -3.180, -3.168], [1.789, -2.549, -2.482], [1.571, -2.782, -1.121], [2.431, -3.663, -0.469], [3.459, -4.296, -1.155], [0.149, -1.930, -0.257], [-0.359, -3.315, 0.846], [-1.496, -4.092, 0.628], [-1.816, -5.130, 1.492], [-1.011, -5.403, 2.587], [0.113, -4.626, 2.824], [0.435, -3.590, 1.962], [-1.073, -2.027, -1.621], [-1.247, -3.192, -2.372], [-2.087, -3.186, -3.472], [-2.719, -2.008, -3.853], [-2.546, -0.855, -3.104], [-1.745, -0.853, -1.962], [-1.555, 0.604, -0.727], [-1.292, 2.102, -1.879], [-2.167, 3.177, -2.027], [-1.853, 4.252, -2.846], [-0.655, 4.258, -3.547], [0.242, 3.209, -3.402], [-0.049, 2.145, -2.547], [1.085, 0.703, -2.294], [2.380, 1.272, -1.035], [3.049, -0.120, 0.484], [3.615, 0.649, 1.684], [3.447, 2.775, 1.154], [3.251, 3.410, -0.174], [2.748, 2.711, -1.180], [1.987, 0.782, -3.900], [1.278, 0.250, -4.982], [1.829, 0.218, -6.251], [3.109, 0.714, -6.462], [3.824, 1.238, -5.398], [3.268, 1.273, -4.126], [-3.354, 0.621, -0.061], [-4.517, 0.781, -0.814], [-5.770, 0.670, -0.230], [-5.882, 0.405, 1.129], [-4.742, 0.249, 1.900], [-3.484, 0.352, 1.307], [-1.918, 0.240, 2.246], [-2.462, -0.694, 3.724], [-2.920, -0.101, 4.897], [-3.373, -0.888, 5.945], [-3.379, -2.270, 5.833], [-2.937, -2.867, 4.661], [-2.480, -2.082, 3.615], [-1.847, 1.952, 2.930], [-0.924, 2.259, 3.933], [-0.900, 3.521, 4.509], [-1.802, 4.493, 4.100], [-2.710, 4.203, 3.094], [-2.727, 2.947, 2.506], [4.452, -4.565, -3.039], [2.944, -2.986, -4.226], [1.136, -1.883, -3.023], [2.302, -3.876, 0.583], [4.107, -4.986, -0.628], [-2.143, -3.882, -0.212], [-2.703, -5.725, 1.312], [-1.270, -6.208, 3.264], [0.736, -4.820, 3.688], [1.291, -2.969, 2.177], [-0.710, -4.097, -2.112], [-2.234, -4.094, -4.044], [-3.343, -1.993, -4.739], [-3.029, 0.064, -3.420], [-3.112, 3.164, -1.492], [-2.542, 5.081, -2.952], [-0.415, 5.080, -4.210], [1.163, 3.226, -3.972], [2.799, -1.163, 0.655], [3.773, 0.083, 2.595], [3.470, 3.526, 1.942], [3.499, 4.458, -0.301], [2.580, 3.177, -2.141], [0.273, -0.132, -4.816], [1.268, -0.200, -7.077], [3.550, 0.694, -7.451], [4.825, 1.625, -5.549], [3.843, 1.702, -3.321], [-4.448, 0.988, -1.876], [-6.662, 0.785, -0.834], [-6.861, 0.327, 1.586], [-4.835, 0.060, 2.962], [-2.930, 0.977, 4.992], [-3.728, -0.418, 6.854], [-3.727, -2.879, 6.658], [-2.944, -3.944, 4.564], [-2.134, -2.542, 2.699], [-0.236, 1.501, 4.278], [-0.183, 3.742, 5.290], [-1.793, 5.476, 4.555], [-3.411, 4.962, 2.767], [-3.437, 2.739, 1.716], [0.927, -0.516, 3.147], [-0.047, 4.465, 0.876], [0.134, 3.077, 0.648], [-1.008, 4.812, 0.484], [0.754, 5.051, 0.409], [-0.028, 4.628, 1.951], [0.082, 2.933, -0.303], [6.036, 0.228, -2.197], [4.993, 0.727, -0.893], [5.478, 1.441, 0.113], [4.637, 1.750, 1.310], [2.448, 1.645, 1.499], [1.900, 0.843, 0.353], [3.585, 0.226, -0.922], [6.510, 1.770, 0.110], [5.282, 2.018, 2.144], [1.707, 1.870, 2.256], [3.487, -0.588, -1.640]]
}

No. 4
{
  "formula": "C15H30BrN5O5PTi",
  "method": "ωB97M-V with the def2-TZVPD basis set",
  "orbital_gap_ev": [7.1, 9.7],
  "total_charge": 3,
  "multiplicity": 3,
  "relative_energy_kcal_mol": 0.0,
  "homo_energy_ev": [-14.7924, -17.4648],
  "elements": ["Ti", "C", "N", "C", "C", "O", "C", "O", "C", "C", "O", "N", "C", "C", "H", "H", "H", "H", "H", "H", "H", "H", "H", "H", "H", "H", "H", "H", "H", "H", "N", "C", "P", "O", "O", "C", "N", "H", "H", "H", "H", "H", "H", "H", "H", "H", "H", "Br", "C", "C", "C", "C", "C", "N", "H", "H", "H", "H"],
  "positions_angstrom": [[-0.795, 0.320, 0.153], [2.800, -0.069, 4.203], [1.407, -0.030, 3.757], [0.413, 0.032, 4.834], [1.033, -0.068, 2.498], [-0.166, -0.032, 2.133], [2.078, -0.140, 1.390], [1.395, -0.372, 0.152], [1.637, -1.624, -0.477], [0.344, -2.419, -0.588], [-0.758, -1.796, -0.538], [0.414, -3.720, -0.762], [-0.794, -4.551, -0.765], [1.685, -4.446, -0.904], [2.972, 0.757, 4.891], [3.496, 0.031, 3.376], [2.996, -1.004, 4.727], [0.612, 0.908, 5.450], [0.499, -0.860, 5.453], [-0.583, 0.093, 4.414], [2.809, -0.925, 1.575], [2.611, 0.809, 1.308], [2.392, -2.185, 0.072], [2.018, -1.437, -1.484], [-1.621, -4.011, -0.316], [-0.599, -5.443, -0.172], [-1.038, -4.864, -1.781], [2.431, -3.848, -1.419], [1.501, -5.332, -1.506], [2.061, -4.761, 0.070], [-2.648, -1.695, -2.640], [-1.821, -0.846, -3.559], [-1.538, 0.740, -2.659], [-2.672, 0.819, -1.690], [-0.168, 0.843, -2.033], [-1.578, 2.038, -3.964], [-0.785, 3.210, -3.458], [-3.048, -2.506, -3.113], [-3.401, -1.110, -2.251], [-2.071, -1.998, -1.829], [-2.392, -0.686, -4.474], [-0.897, -1.365, -3.804], [-2.591, 2.365, -4.193], [-1.096, 1.688, -4.877], [-1.283, 3.701, -2.710], [-0.583, 3.886, -4.199], [0.098, 2.865, -3.058], [-3.312, 0.687, 1.478], [-2.619, 2.411, 1.062], [-3.395, 3.540, 1.245], [-2.811, 4.761, 0.954], [-1.495, 4.797, 0.504], [-0.809, 3.608, 0.354], [-1.365, 2.414, 0.626], [-4.408, 3.461, 1.613], [-3.371, 5.676, 1.094], [-1.001, 5.738, 0.303], [0.228, 3.587, 0.041]]
}

No. 5
{
  "formula": "C3H7NO5P",
  "method": "ωB97M-V with the def2-TZVPD basis set",
  "orbital_gap_ev": 8.3,
  "total_charge": -1,
  "relative_energy_kcal_mol": 41.5,
  "homo_energy_ev": -4.6006,
  "elements": ["N", "P", "O", "O", "O", "C", "C", "O", "C", "O", "H", "H", "H", "H", "H", "H", "H"],
  "positions_angstrom": [[1.196, 0.643, -1.378], [1.791, -0.236, -0.161], [2.957, -1.121, -0.374], [1.992, 0.778, 1.156], [0.497, -1.059, 0.538], [-0.885, -0.671, 0.685], [-1.787, -1.269, -0.368], [-2.864, -1.696, -0.137], [-1.090, 0.913, 0.541], [-1.357, 1.151, -0.813], [1.585, 0.204, -2.133], [2.934, 0.769, 1.587], [-1.031, -0.976, 1.767], [-1.402, -1.132, -1.391], [-0.064, 1.414, 0.709], [-1.959, 1.192, 1.078], [-0.512, 1.097, -1.305]]
}

No. 6
{
  "formula": "C4H8O4",
  "method": "ωB97M-V with the def2-TZVPD basis set",
  "orbital_gap_ev": 11.3,
  "total_charge": 0,
  "relative_energy_kcal_mol": 23.4,
  "homo_energy_ev": -10.5908,
  "elements": ["C", "C", "O", "O", "H", "H", "H", "H", "C", "C", "O", "O", "H", "H", "H", "H"],
  "positions_angstrom": [[2.499, -0.800, -2.765], [3.804, -1.228, -3.286], [4.105, -2.366, -3.530], [4.711, -0.223, -3.334], [2.281, 0.238, -2.462], [2.413, -1.451, -1.878], [1.747, -1.115, -3.507], [5.606, -0.482, -3.686], [-2.623, -2.148, 5.821], [-2.524, -0.826, 6.615], [-2.465, -0.843, 7.829], [-2.701, 0.222, 5.753], [-1.965, -2.165, 4.936], [-3.671, -2.208, 5.483], [-2.402, -3.035, 6.440], [-2.720, 1.077, 6.263]]
}

No. 7
{
  "formula": "C4H9N3S",
  "method": "ωB97M-V with the def2-TZVPD basis set",
  "orbital_gap_ev": 8.0,
  "total_charge": 2,
  "relative_energy_kcal_mol": 0.0,
  "homo_energy_ev": -18.0156,
  "elements": ["C", "S", "C", "N", "C", "N", "C", "N", "H", "H", "H", "H", "H", "H", "H", "H", "H"],
  "positions_angstrom": [[0.822, -1.801, -1.021], [2.059, -0.704, -0.293], [1.168, 0.758, 0.177], [0.266, 0.461, 1.620], [-0.965, 0.124, 1.520], [-1.648, 0.350, 0.365], [-1.086, 0.965, -0.690], [0.188, 1.255, -0.729], [0.118, -1.269, -1.656], [0.310, -2.375, -0.248], [1.391, -2.495, -1.642], [1.892, 1.521, 0.475], [0.818, 0.334, 2.464], [-1.511, -0.323, 2.350], [-2.644, 0.135, 0.333], [-1.729, 1.257, -1.516], [0.551, 1.807, -1.508]]
}

No. 8
{
  "formula": "H38IO19",
  "method": "ωB97M-V with the def2-TZVPD basis set",
  "orbital_gap_ev": 7.4,
  "total_charge": -1,
  "relative_energy_kcal_mol": 56.5,
  "homo_energy_ev": -5.6578,
  "elements": ["I", "O", "H", "H", "O", "H", "H", "O", "H", "H", "O", "H", "H", "O", "H", "H", "O", "H", "H", "O", "H", "H", "O", "H", "H", "O", "H", "H", "O", "H", "H", "O", "H", "H", "O", "H", "H", "O", "H", "H", "O", "H", "H", "O", "H", "H", "O", "H", "H", "O", "H", "H", "O", "H", "H", "O", "H", "H"],
  "positions_angstrom": [[-0.442, 0.256, -0.266], [-2.797, 4.472, -1.010], [-2.662, 5.270, -0.500], [-2.072, 4.462, -1.636], [2.765, -0.822, -3.349], [3.525, -0.653, -2.792], [2.794, -1.765, -3.514], [3.798, 1.776, 0.453], [4.493, 1.516, -0.153], [3.781, 2.731, 0.401], [-2.382, 0.705, -3.283], [-2.002, 1.162, -2.533], [-2.284, -0.224, -3.073], [-0.106, -0.771, -4.413], [-0.326, 0.146, -4.253], [0.746, -0.890, -3.992], [2.659, -0.570, 4.508], [2.779, -1.497, 4.717], [2.476, -0.558, 3.568], [-3.380, -2.791, -2.588], [-2.860, -3.458, -3.036], [-4.276, -3.127, -2.616], [2.422, -0.448, 1.328], [2.892, 0.273, 0.909], [1.559, -0.444, 0.915], [-1.150, 3.238, 3.247], [-0.650, 3.030, 2.458], [-0.909, 4.142, 3.452], [-0.395, -3.853, 1.020], [-0.519, -2.959, 0.702], [-1.143, -4.338, 0.672], [-4.595, -0.365, 1.795], [-4.403, -0.718, 2.663], [-4.174, -0.975, 1.189], [-0.151, 5.709, -0.213], [-0.327, 6.446, 0.372], [0.262, 5.051, 0.348], [0.510, -3.584, 3.656], [1.415, -3.896, 3.664], [0.242, -3.648, 2.739], [-3.332, -2.223, 0.086], [-2.525, -1.762, -0.145], [-3.740, -2.427, -0.755], [0.982, -4.555, -1.346], [1.106, -4.046, -0.546], [0.343, -5.226, -1.107], [4.392, -2.569, 0.985], [3.747, -1.868, 0.885], [4.547, -2.619, 1.928], [1.241, 3.005, 1.483], [0.881, 2.429, 0.808], [1.948, 2.496, 1.879], [1.646, 2.090, -3.747], [2.528, 1.740, -3.874], [1.462, 1.944, -2.819], [-3.656, 2.184, 1.558], [-3.980, 1.292, 1.681], [-2.706, 2.087, 1.490]]
}

No. 9
{
  "formula": "C2H5NO3",
  "method": "ωB97M-V with the def2-TZVPD basis set",
  "orbital_gap_ev": 10.9,
  "total_charge": 0,
  "relative_energy_kcal_mol": 17.0,
  "homo_energy_ev": -10.1995,
  "elements": ["N", "C", "O", "H", "H", "H", "O", "C", "O", "H", "H"],
  "positions_angstrom": [[0.423, -2.772, 0.868], [1.193, -2.064, 0.005], [2.404, -2.039, -0.045], [-0.379, -3.200, 0.436], [0.893, -3.110, 1.694], [0.646, -1.296, -0.568], [-2.241, 2.571, -0.958], [-1.334, 2.739, -0.201], [-0.204, 3.395, -0.532], [-1.215, 2.308, 0.792], [-0.187, 3.467, -1.492]]
}